(1)
Density functional theory data (wB97M-V/def2-TZVPD) for a cluster of 3 separate species, C35H50F5NO8 in total at a distorted geometry.

Structure (XYZ):
```
99
Properties=species:S:1:pos:R:3
C 15.233 -1.273 1.370
C 14.366 -0.573 0.177
C 12.941 -0.014 0.687
C 11.926 0.104 -0.584
C 10.923 1.349 -0.468
C 9.666 1.110 0.502
C 8.652 2.386 0.395
C 7.123 1.874 0.221
C 6.083 3.000 0.729
C 4.919 2.330 1.666
C 3.821 1.504 0.764
C 2.572 2.473 0.463
C 1.222 1.718 0.043
C 0.113 1.715 1.242
N -1.175 2.371 0.859
C -1.904 2.752 2.068
O -1.524 3.200 3.170
C -3.437 2.533 1.716
C -4.740 2.888 2.461
C -6.081 2.538 1.775
C -6.188 1.833 0.369
C -7.662 1.598 -0.184
C -7.951 0.122 -0.742
C -8.982 -0.744 0.126
C -10.395 -0.055 0.384
F -10.680 1.062 -0.441
F -10.352 0.447 1.741
C -11.667 -1.038 0.316
F -12.510 -0.690 1.417
F -12.413 -0.670 -0.852
F -11.362 -2.407 0.335
C -4.871 1.475 -0.351
C -3.538 1.830 0.340
C -2.027 1.645 -0.116
O -1.609 1.036 -1.139
H 15.561 -2.315 1.039
H 16.169 -0.638 1.511
H 14.635 -1.383 2.333
H 14.265 -1.351 -0.658
H 14.994 0.295 -0.258
H 13.114 1.051 1.094
H 12.469 -0.638 1.517
H 12.614 0.316 -1.486
H 11.412 -0.894 -0.801
H 10.509 1.601 -1.501
H 11.505 2.260 -0.089
H 9.056 0.174 0.255
H 10.059 0.992 1.579
H 8.748 3.096 1.282
H 8.949 2.927 -0.576
H 6.910 0.931 0.835
H 6.958 1.698 -0.903
H 6.602 3.854 1.299
H 5.565 3.502 -0.173
H 5.374 1.674 2.485
H 4.423 3.220 2.205
H 3.550 0.507 1.250
H 4.358 1.285 -0.224
H 2.449 3.143 1.395
H 2.910 3.183 -0.379
H 0.753 2.288 -0.828
H 1.394 0.613 -0.245
H -0.045 0.661 1.677
H 0.608 2.316 2.095
H -4.684 3.417 3.466
H -7.046 2.824 2.304
H -8.422 1.870 0.620
H -7.828 2.350 -1.045
H -8.379 0.187 -1.815
H -6.982 -0.505 -0.811
H -9.052 -1.778 -0.384
H -8.519 -0.950 1.164
H -4.883 0.989 -1.378
C 2.688 -4.014 -0.073
C 4.043 -3.385 -0.320
C 5.015 -3.576 0.807
O 5.892 -2.468 0.630
C 5.155 -1.485 0.042
O 5.512 -0.348 -0.078
O 3.951 -1.964 -0.386
H 2.303 -3.749 0.916
H 1.958 -3.654 -0.802
H 2.747 -5.103 -0.140
H 4.451 -3.737 -1.274
H 5.557 -4.520 0.741
H 4.554 -3.494 1.797
C -13.843 -1.822 -3.538
C -14.864 -2.691 -2.837
C -14.392 -4.091 -2.576
O -15.620 -4.808 -2.504
C -16.505 -4.134 -3.292
O -17.576 -4.554 -3.621
O -16.005 -2.919 -3.661
H -13.417 -2.333 -4.407
H -14.307 -0.905 -3.909
H -13.029 -1.557 -2.862
H -15.208 -2.200 -1.920
H -13.831 -4.181 -1.645
H -13.799 -4.510 -3.395
```

Output
HOMO-LUMO gap   0.312 Eh
Energy above the lowest of the compared OMol25 structures with the same formula, charge and spin   825.51 kJ/mol
SMILES   CCCCCCCCCCCCCCN1C(=O)c2ccc(CCCC(F)(F)C(F)(F)F)cc2C1=O.C[C@@H]1COC(=O)O1.C[C@@H]1COC(=O)O1
Charge   0
E_tot   -2519.40463 Ha

(2)
Density functional theory data (wB97M-V/def2-TZVPD) for a structure of composition C35H50N5O8P2S4Se2Sr.

Structure (XYZ):
```
107
Properties=species:S:1:pos:R:3
Sr 0.793 1.829 2.451
N -1.599 2.843 1.434
N -1.299 4.237 1.305
C -0.290 4.542 0.463
N 0.158 5.818 0.541
S 0.334 3.459 -0.665
H -1.963 2.493 0.553
H -2.328 2.789 2.139
H -1.171 4.617 2.269
H 0.084 6.241 1.458
H 1.065 5.933 0.120
C -3.743 -3.135 3.921
Se -2.660 -1.556 3.558
C -3.863 -0.259 4.401
C -3.266 0.401 5.632
Se -1.636 1.438 5.260
C -0.331 0.304 6.140
H -4.692 -3.087 3.389
H -3.917 -3.258 4.989
H -3.180 -3.991 3.554
H -4.781 -0.797 4.650
H -4.119 0.494 3.656
H -3.025 -0.340 6.395
H -3.987 1.098 6.062
H -0.559 0.250 7.203
H 0.624 0.803 5.988
H -0.317 -0.680 5.680
C -1.210 0.168 -7.261
S 0.380 -0.677 -7.228
C 0.970 -0.124 -5.611
C 0.230 -0.730 -4.429
C 0.667 -0.069 -3.125
N 0.041 -0.675 -1.945
P 0.884 -1.645 -0.812
C 1.593 -2.977 -1.884
C 0.988 -4.228 -1.807
C 1.417 -5.280 -2.608
C 2.467 -5.093 -3.494
C 3.098 -3.856 -3.563
C 2.669 -2.813 -2.759
C 2.464 -0.800 -0.398
C 3.399 -1.615 0.248
C 4.667 -1.144 0.545
C 5.023 0.158 0.215
C 4.086 0.994 -0.366
C 2.812 0.525 -0.658
P -1.396 0.084 -1.294
C -2.435 -1.375 -0.916
C -3.492 -1.167 -0.038
C -4.367 -2.197 0.278
C -4.178 -3.458 -0.267
C -3.115 -3.680 -1.134
C -2.252 -2.645 -1.459
C -2.239 0.629 -2.846
C -2.078 1.968 -3.203
C -2.685 2.478 -4.345
C -3.477 1.659 -5.134
C -3.659 0.327 -4.780
C -3.043 -0.184 -3.647
H -1.663 -0.025 -8.232
H -1.079 1.245 -7.144
H -1.882 -0.195 -6.484
H 0.914 0.968 -5.583
H 2.030 -0.388 -5.578
H 0.426 -1.802 -4.377
H -0.847 -0.606 -4.555
H 0.443 1.003 -3.164
H 1.752 -0.138 -3.033
H 0.176 -4.378 -1.105
H 0.934 -6.247 -2.533
H 2.803 -5.910 -4.121
H 3.929 -3.709 -4.242
H 3.188 -1.862 -2.797
H 3.130 -2.633 0.510
H 5.379 -1.797 1.035
H 6.018 0.526 0.435
H 4.332 2.026 -0.585
H 2.094 1.212 -1.091
H -3.620 -0.195 0.426
H -5.180 -2.017 0.971
H -4.849 -4.269 -0.010
H -2.957 -4.665 -1.558
H -1.435 -2.818 -2.148
H -1.475 2.616 -2.576
H -2.544 3.520 -4.606
H -3.959 2.056 -6.019
H -4.283 -0.316 -5.389
H -3.191 -1.223 -3.383
C 5.182 0.494 4.004
S 3.709 1.519 4.051
C 4.462 3.117 4.308
O 3.267 1.543 2.614
H 5.728 0.576 4.943
H 5.792 0.813 3.159
H 4.838 -0.527 3.853
H 5.034 3.102 5.237
H 3.643 3.834 4.382
H 5.100 3.334 3.452
O -0.617 4.643 3.965
S 0.843 4.373 4.047
O 1.594 5.375 4.778
O 1.348 4.258 2.631
O 1.033 2.997 4.646
O 1.179 -0.568 3.381
N 0.479 -1.138 2.508
O 0.482 -2.354 2.389
O -0.238 -0.414 1.767
```

Output
HOMO-LUMO gap   0.284 Eh
Charge   -1
E_tot   -9348.57730 Ha

(3)
Density functional theory data (wB97M-V/def2-TZVPD) for a structure of composition C35H50N7Sc.

Structure (XYZ):
```
93
Properties=species:S:1:pos:R:3
Sc -1.192 -1.386 -0.305
C -0.052 -4.006 1.299
C 0.167 -3.001 2.398
N 0.351 -1.663 1.803
C 0.054 -0.592 2.756
C -1.435 -0.422 2.905
C -1.979 0.180 4.021
C -3.353 0.361 4.082
C -4.138 -0.073 3.029
C -3.520 -0.676 1.949
C -4.324 -1.126 0.757
N -3.566 -2.035 -0.113
C -3.667 -3.457 0.315
C -2.517 -3.879 1.197
N -1.234 -3.619 0.488
N -2.197 -0.851 1.888
H -0.170 -5.010 1.708
H 0.813 -4.027 0.633
H 1.025 -3.294 3.007
H -0.691 -2.967 3.068
H 1.323 -1.571 1.526
H 0.489 0.337 2.381
H 0.498 -0.772 3.739
H -1.335 0.494 4.832
H -3.806 0.829 4.947
H -5.216 0.040 3.044
H -4.635 -0.262 0.165
H -5.244 -1.601 1.104
H -3.951 -1.955 -1.048
H -3.674 -4.069 -0.577
H -4.613 -3.633 0.828
H -2.609 -4.939 1.444
H -2.515 -3.323 2.130
H -1.237 -4.209 -0.339
C 5.524 0.681 0.817
C 5.207 0.011 -0.524
C 6.061 -1.250 -0.667
C 5.544 0.984 -1.670
C 3.719 -0.311 -0.619
C 3.244 -1.497 -1.176
C 1.883 -1.724 -1.248
N 0.984 -0.845 -0.810
C 1.412 0.335 -0.336
C 2.755 0.618 -0.207
C 0.329 1.318 -0.037
C 0.567 2.668 0.057
C -0.487 3.574 0.195
C -1.771 3.038 0.249
C -1.938 1.673 0.164
N -0.920 0.818 0.018
C -0.196 5.067 0.263
C 0.575 5.476 -1.003
C 0.672 5.332 1.506
C -1.477 5.891 0.357
H 6.596 0.880 0.875
H 5.262 0.037 1.661
H 5.020 1.641 0.941
H 7.109 -0.988 -0.517
H 5.985 -1.697 -1.660
H 5.801 -2.009 0.076
H 6.611 1.215 -1.647
H 4.992 1.923 -1.571
H 5.309 0.552 -2.645
H 3.917 -2.255 -1.551
H 1.492 -2.636 -1.689
H 3.059 1.571 0.204
H 1.581 3.034 -0.028
H -2.643 3.669 0.345
H -2.930 1.244 0.210
H 1.539 4.968 -1.086
H 0.775 6.548 -0.973
H -0.001 5.266 -1.907
H 1.621 4.791 1.463
H 0.152 5.045 2.423
H 0.903 6.397 1.568
H -2.126 5.740 -0.510
H -1.218 6.949 0.390
H -2.045 5.667 1.264
C -0.598 0.935 -3.095
C -0.909 -0.503 -3.368
C -0.843 -1.054 -4.599
C -1.324 -2.395 -4.505
C -1.676 -2.611 -3.220
C -2.362 -3.854 -2.764
N -1.398 -1.456 -2.441
H -0.513 1.439 -4.057
H 0.349 1.099 -2.586
H -1.384 1.458 -2.546
H -0.529 -0.534 -5.493
H -1.445 -3.106 -5.310
H -2.420 -4.538 -3.609
H -3.394 -3.684 -2.451
H -1.852 -4.423 -1.982
```

Output
HOMO-LUMO gap   0.230 Eh
Energy above the lowest of the compared OMol25 structures with the same formula, charge and spin   17.06 kJ/mol
Charge   +2
E_tot   -2507.43408 Ha

(4)
Density functional theory data (wB97M-V/def2-TZVPD) for a structure of composition C35H51AsN5O8PReS3Te at a distorted geometry.

Structure (XYZ):
```
106
Properties=species:S:1:pos:R:3
Re -0.162 0.530 0.049
O -0.994 -0.275 6.939
C -1.668 0.755 6.230
C -1.306 0.658 4.777
C 0.050 0.685 4.398
C 0.363 0.552 3.068
N -0.553 0.423 2.103
C -1.890 0.457 2.440
C -2.261 0.546 3.802
C -2.801 0.412 1.359
C -4.209 0.394 1.488
C -5.016 0.370 0.385
C -6.492 0.587 0.537
O -6.660 1.935 1.006
C -4.418 0.272 -0.892
C -3.042 0.284 -0.967
N -2.239 0.407 0.086
H -1.134 -0.144 7.881
H -1.364 1.739 6.609
H -2.754 0.662 6.348
H 0.824 0.801 5.141
H 1.399 0.564 2.754
H -3.309 0.523 4.068
H -4.652 0.423 2.475
H -6.920 -0.114 1.261
H -6.999 0.458 -0.423
H -7.601 2.122 1.094
H -5.011 0.218 -1.793
H -2.545 0.210 -1.924
O 4.632 2.377 -2.951
As 3.506 2.212 -1.549
O 2.084 2.352 -2.666
O 2.173 0.090 0.266
C 3.664 4.057 -0.878
C 4.583 4.942 -1.428
C 4.851 6.162 -0.820
C 4.168 6.537 0.326
C 3.229 5.675 0.877
C 3.008 4.440 0.293
S 2.028 3.239 1.238
O 3.095 2.212 1.529
O 1.173 2.665 0.065
O -0.692 3.581 2.178
H 4.125 2.740 -3.692
H 5.119 4.653 -2.323
H 5.610 6.813 -1.236
H 4.378 7.485 0.804
H 2.689 5.940 1.778
N -3.332 3.594 2.497
C -3.020 3.487 1.198
N -3.981 3.497 0.258
S -1.355 3.479 0.816
H -4.202 3.207 2.829
H -2.503 3.504 3.084
H -4.917 3.208 0.516
H -3.696 3.269 -0.681
Te 0.231 2.078 -2.101
C -0.115 1.056 -3.939
C 0.775 0.617 -4.873
C 0.177 -0.139 -5.918
C -1.165 -0.263 -5.771
S -1.719 0.555 -4.363
H 1.830 0.840 -4.812
H 0.736 -0.573 -6.734
H -1.869 -0.787 -6.395
C 1.431 -2.860 2.067
C 0.625 -3.579 0.981
C -0.847 -3.514 1.411
C 1.108 -5.022 0.851
P 0.795 -2.549 -0.624
N -0.177 -1.327 -0.528
C 2.619 -2.028 -0.881
C 2.639 -1.317 -2.241
C 3.073 -0.989 0.155
C 3.632 -3.171 -0.853
C 0.169 -3.534 -2.139
C -1.172 -4.149 -1.722
C 1.114 -4.614 -2.660
C -0.148 -2.532 -3.254
H 1.122 -3.219 3.050
H 1.233 -1.788 2.029
H 2.499 -3.052 1.971
H -0.926 -3.788 2.465
H -1.482 -4.189 0.844
H -1.220 -2.497 1.290
H 1.058 -5.509 1.829
H 2.142 -5.061 0.508
H 0.490 -5.595 0.162
H 1.802 -0.619 -2.310
H 2.587 -2.027 -3.063
H 3.560 -0.737 -2.343
H 2.571 0.812 0.831
H 4.037 -0.597 -0.203
H 3.250 -1.439 1.133
H 3.355 -3.981 -1.522
H 3.759 -3.576 0.152
H 4.603 -2.787 -1.176
H -1.048 -4.994 -1.047
H -1.695 -4.511 -2.609
H -1.791 -3.386 -1.249
H 1.412 -5.312 -1.878
H 2.008 -4.176 -3.102
H 0.609 -5.182 -3.446
H -0.629 -1.654 -2.826
H -0.834 -2.991 -3.970
H 0.733 -2.218 -3.805
```

Output
HOMO-LUMO gap (alpha / beta)   0.193 / 0.241 Eh
Energy above the lowest of the compared OMol25 structures with the same formula, charge and spin   409.79 kJ/mol
2S+1   4
Charge   0
E_tot   -6357.92205 Ha